C44H59IN4O10S2SiW | ωB97M-V/def2-TZVPD

For the energy, the calculation gives -112497.87599 eV. The value obtained for the HOMO energy (alpha / beta) is -6.6 / -6.6 eV. The max |F| comes out at 4.47 eV/Å. For the lowest unoccupied orbital energy (alpha / beta), the calculation gives -0.07056 / -0.07291 Eh. The spin multiplicity is 1.

Last column: Löwdin charge in e.
Atoms and positions in Å:
W -1.109 -0.297 -0.572  1.341
C -1.363 4.460 -2.741  0.001
C -1.336 2.954 -2.965  -0.508
C -1.249 2.604 -4.451  0.000
O -2.466 2.320 -2.371  -0.039
C -0.109 2.346 -2.242  -0.538
O 0.969 2.893 -2.261  0.109
O -0.345 1.206 -1.657  -0.426
H -2.175 4.919 -3.306  0.092
H -0.417 4.884 -3.070  0.093
H -1.492 4.683 -1.683  0.076
H -2.120 2.987 -4.983  0.089
H -1.213 1.522 -4.578  0.049
H -0.347 3.043 -4.875  0.095
H -3.221 2.912 -2.472  0.093
C -5.592 -1.127 0.118  -0.046
C -5.651 -2.445 -0.119  -0.080
C -4.463 -3.152 -0.432  -0.024
C -3.254 -2.505 -0.424  -0.301
N -3.121 -1.147 -0.267  -0.050
C -4.338 -0.368 -0.158  -0.292
C -1.994 -3.243 -0.298  -0.269
C -1.948 -4.637 -0.220  -0.039
C -0.829 -5.268 0.282  -0.077
C 0.236 -4.500 0.728  -0.090
C 0.229 -3.129 0.536  -0.182
C -0.861 -2.446 -0.018  -0.380
H -6.454 -0.552 0.423  0.107
H -6.577 -2.991 0.007  0.108
H -4.511 -4.218 -0.570  0.096
H -4.185 0.411 0.597  0.091
H -2.794 -5.231 -0.531  0.103
H -0.802 -6.345 0.369  0.102
H 1.079 -4.966 1.216  0.101
H 1.097 -2.576 0.865  0.036
C -2.558 -2.922 3.057  -0.051
N -3.058 -1.587 3.230  -0.150
C -4.450 -1.354 3.570  -0.120
C -4.577 0.164 3.347  -0.162
N -3.350 0.563 2.660  -0.025
C -2.552 -0.462 2.649  -0.720
S -0.882 -0.440 2.133  0.774
H -3.154 -3.468 2.316  0.091
H -2.594 -3.462 4.005  0.093
H -1.528 -2.873 2.711  0.049
H -4.647 -1.644 4.604  0.119
H -5.108 -1.928 2.906  0.111
H -4.636 0.712 4.292  0.113
H -5.457 0.427 2.753  0.101
H -3.550 1.923 1.746  0.075
C 5.390 -3.480 -1.137  -0.021
C 3.880 -3.625 -0.952  -0.619
C 3.550 -5.049 -0.508  -0.024
C 3.131 -3.296 -2.240  -0.032
O 3.461 -2.750 0.106  -0.138
Si 3.184 -1.153 0.114  -0.078
S 1.378 -0.636 -0.896  0.501
O 4.442 -0.483 -0.639  -0.128
C 4.758 0.759 -1.270  -0.630
C 6.263 0.951 -1.078  -0.020
C 4.395 0.649 -2.750  -0.019
C 3.992 1.910 -0.633  -0.044
O 2.871 -0.655 1.615  -0.152
C 3.506 -0.894 2.872  -0.633
C 3.203 -2.327 3.305  -0.018
C 2.881 0.101 3.846  -0.021
C 5.013 -0.676 2.749  -0.019
H 5.732 -4.146 -1.927  0.088
H 5.901 -3.737 -0.210  0.090
H 5.634 -2.453 -1.396  0.068
H 4.045 -5.762 -1.164  0.087
H 2.478 -5.220 -0.554  0.063
H 3.895 -5.212 0.512  0.088
H 3.347 -4.042 -3.001  0.094
H 3.419 -2.313 -2.607  0.069
H 2.059 -3.285 -2.048  0.072
H 6.804 0.083 -1.452  0.084
H 6.489 1.066 -0.019  0.081
H 6.599 1.837 -1.612  0.087
H 4.970 -0.142 -3.230  0.087
H 4.593 1.592 -3.255  0.091
H 3.334 0.420 -2.842  0.066
H 4.150 1.900 0.446  0.079
H 2.929 1.824 -0.851  0.045
H 4.350 2.857 -1.034  0.099
H 2.124 -2.470 3.355  0.088
H 3.637 -2.530 4.282  0.089
H 3.606 -3.023 2.573  0.075
H 1.800 -0.030 3.849  0.064
H 3.102 1.120 3.531  0.082
H 3.270 -0.059 4.849  0.087
H 5.425 -1.363 2.011  0.084
H 5.500 -0.843 3.709  0.090
H 5.221 0.342 2.423  0.081
I -1.247 -1.331 -3.138  0.528
C -4.278 -0.136 -2.593  -0.127
C -4.736 0.507 -3.757  -0.106
C -5.544 1.619 -3.685  -0.079
C -5.870 2.145 -2.428  -0.073
C -5.406 1.510 -1.310  -0.076
N -4.645 0.400 -1.434  -0.057
H -4.444 0.094 -4.712  0.086
H -5.918 2.094 -4.583  0.102
H -6.479 3.033 -2.335  0.103
H -5.619 1.862 -0.309  0.126
O -3.326 2.665 1.103  0.095
C -2.105 2.338 0.680  -0.352
O -1.991 1.149 0.195  -0.278
C -1.017 3.220 0.891  -0.116
C 0.314 2.751 0.861  0.015
C 1.385 3.596 1.083  0.060
C 1.109 4.930 1.281  -0.159
O 1.976 5.952 1.520  0.066
C 1.187 7.126 1.598  -0.137
O -0.181 6.764 1.549  0.045
C -0.203 5.413 1.315  -0.184
C -1.278 4.593 1.166  0.096
H 0.505 1.689 0.719  0.064
H 2.397 3.234 1.099  0.111
H 1.425 7.781 0.746  0.144
H 1.395 7.649 2.539  0.144
H -2.294 4.948 1.241  0.139

Atomic forces in eV per Å
1.29 -3.54 -0.98
0.15 -0.15 -0.02
0.12 -0.29 0.12
0.10 -0.04 0.17
-0.20 0.51 0.07
-0.19 0.38 -0.45
0.01 -0.05 0.10
-0.73 -0.54 0.61
-0.07 -0.02 -0.05
0.00 0.08 -0.01
-0.01 0.04 0.08
-0.04 0.06 0.04
-0.01 -0.02 0.01
0.04 0.01 -0.09
-0.07 -0.17 -0.10
0.07 -0.56 0.12
-0.31 0.64 0.21
0.86 0.24 -0.18
-0.55 -0.85 -0.01
1.51 0.59 -0.49
0.01 0.82 -0.18
0.32 0.48 0.11
0.13 0.16 -0.03
-0.10 -0.07 0.01
-0.11 0.23 -0.07
0.19 0.38 0.06
-0.56 -0.68 -0.39
-0.06 0.05 0.03
-0.08 0.01 -0.03
0.10 -0.07 0.04
-0.05 -0.24 -0.23
-0.09 -0.01 0.04
-0.02 -0.08 -0.01
0.11 0.00 -0.01
-0.12 -0.04 0.00
0.08 -0.27 -0.01
0.08 0.41 -0.08
-0.19 0.03 0.04
-0.13 -0.10 0.13
-0.13 0.28 -0.08
-0.10 0.00 0.11
0.72 0.01 -0.87
0.02 0.01 0.03
0.00 -0.01 0.02
-0.03 -0.09 0.00
-0.05 -0.04 -0.05
0.06 -0.01 0.03
-0.08 -0.06 -0.02
-0.01 -0.04 0.05
0.09 -1.12 0.64
-0.24 0.06 0.06
0.24 -0.26 -0.18
0.00 0.27 -0.05
0.00 0.02 0.29
0.12 -0.28 0.27
-0.99 -0.31 -0.08
-0.46 0.64 -0.06
0.05 0.04 -0.04
0.19 0.32 -0.21
-0.29 -0.11 -0.02
0.00 -0.06 0.24
0.00 -0.20 -0.01
0.11 0.22 0.38
0.11 -0.08 0.36
-0.02 0.20 -0.14
0.09 -0.17 -0.24
-0.28 0.00 -0.07
0.06 -0.05 -0.07
0.06 -0.03 0.05
0.07 0.04 -0.04
0.01 -0.07 -0.05
-0.07 -0.04 0.03
0.04 -0.02 0.07
0.06 -0.04 -0.09
0.03 0.09 -0.13
-0.09 -0.04 -0.05
0.04 -0.04 -0.06
0.04 0.02 0.08
0.06 0.08 -0.04
0.07 -0.05 -0.02
0.02 0.06 -0.06
-0.08 0.03 -0.05
0.03 0.02 0.12
-0.07 0.04 0.00
0.00 0.10 -0.02
-0.09 -0.02 0.04
0.03 -0.04 0.08
0.05 -0.11 0.00
-0.07 -0.01 0.05
0.03 0.09 0.01
0.01 0.03 0.10
0.12 -0.07 -0.01
0.05 -0.03 0.03
0.03 0.09 -0.02
0.04 -0.15 0.52
0.46 -1.35 -0.23
-0.37 0.72 0.33
0.27 -0.33 -0.34
-0.02 0.08 0.30
-0.11 0.43 -0.02
-0.07 0.26 -0.06
0.01 0.01 -0.11
-0.08 0.06 -0.04
-0.04 0.02 0.07
0.01 0.05 0.04
1.59 0.89 -1.04
-1.63 -1.58 0.18
-1.53 3.84 1.70
1.18 0.67 -0.12
-0.68 -0.36 -0.01
0.28 0.33 0.13
-0.19 0.17 0.11
-0.23 -0.85 -0.15
0.21 1.09 0.03
-0.24 -0.39 0.03
0.13 0.01 -0.02
-0.12 -0.19 -0.05
0.10 0.31 -0.04
0.10 -0.10 -0.05
-0.06 -0.20 0.13
-0.03 -0.19 -0.14
-0.05 0.08 -0.04